Entry 1:
The molecule C17H24N2O4 in a non-equilibrium geometry, computed with the ωB97M-V functional and the def2-TZVPD basis.

Values from the calculation:
**E_HOMO**: -8.055 eV
**M**: 320.39 Da
**Strongest force on any atom**: 1.73 eV Å⁻¹
**Relative energy (zero: lowest compared OMol25 entry of this formula, charge and spin)**: 67.4 kcal per mole
**Charge**: 0

Element x y z (Å)
1 C 0.141 2.688 6.121
2 H -0.457 1.803 6.360
3 O -0.348 3.351 4.981
4 C -0.382 2.675 3.804
5 C 0.053 1.373 3.614
6 C -0.023 0.776 2.366
7 C -0.531 1.476 1.284
8 C -0.981 2.788 1.466
9 C -0.918 3.390 2.707
10 O -1.339 4.655 2.986
11 C -1.919 5.411 1.954
12 H -1.209 5.597 1.140
13 H -2.197 6.361 2.408
14 H -2.816 4.928 1.552
15 H -1.418 3.317 0.634
16 C -0.597 0.836 -0.036
17 N -0.650 -0.442 -0.044
18 O -0.690 -1.023 -1.343
19 C -0.694 -2.367 -1.352
20 O -0.666 -3.070 -0.383
21 C -0.704 -2.842 -2.790
22 H -1.152 -3.835 -2.821
23 H -1.301 -2.151 -3.387
24 C 0.729 -2.901 -3.347
25 C 0.707 -3.179 -4.851
26 C 2.125 -3.229 -5.411
27 C 2.948 -4.295 -4.695
28 C 2.971 -4.026 -3.193
29 C 1.551 -3.977 -2.638
30 H 1.575 -3.781 -1.565
31 H 1.072 -4.947 -2.786
32 H 3.540 -4.806 -2.684
33 H 3.470 -3.072 -3.004
34 H 3.966 -4.307 -5.089
35 H 2.506 -5.277 -4.879
36 H 2.092 -3.440 -6.482
37 H 2.602 -2.255 -5.277
38 H 0.134 -2.404 -5.365
39 H 0.212 -4.136 -5.031
40 H 1.204 -1.927 -3.180
41 N -0.648 1.628 -1.147
42 H -0.288 2.564 -1.092
43 H -0.555 1.158 -2.033
44 H 0.307 -0.239 2.221
45 H 0.456 0.808 4.438
46 H 1.189 2.396 5.998
47 H 0.061 3.407 6.935

Calculated atomic charges, method Löwdin, unit e: -0.080, 0.098, -0.061, -0.198, -0.002, -0.019, -0.163, 0.032, -0.192, -0.064, -0.084, 0.096, 0.095, 0.098, 0.102, -0.357, 0.135, -0.016, -0.502, 0.120, -0.067, 0.133, 0.122, -0.327, -0.176, -0.205, -0.212, -0.200, -0.163, 0.114, 0.128, 0.108, 0.115, 0.106, 0.113, 0.107, 0.113, 0.114, 0.123, 0.149, 0.160, 0.097, 0.096, 0.115, 0.106, 0.097, 0.095

=====

Entry 2:
A cluster of 2 separate species, C2H7O2 in total in a non-equilibrium geometry, computed with the ωB97M-V functional and the def2-TZVPD basis.

Values from the calculation:
**E_HOMO**: -15.842 eV
**M**: 63.08 Da
**Strongest force on any atom**: 4.34 eV Å⁻¹
**Relative energy (zero: lowest compared OMol25 entry of this formula, charge and spin)**: 46.4 kcal per mole
**Charge**: +1

Element x y z (Å)
1 C 0.490 0.093 1.284
2 C -1.435 -0.724 0.442
3 O 0.897 0.628 -1.942
4 O -0.616 -0.792 1.320
5 H 1.479 -0.506 1.101
6 H 0.454 0.691 0.422
7 H 0.511 0.565 2.233
8 H 1.638 0.891 -2.527
9 H -2.303 -1.312 0.533
10 H -1.296 0.000 -0.407
11 H 0.181 0.466 -2.459

Calculated atomic charges, method Löwdin, unit e: 0.034, 0.197, -0.015, 0.074, 0.175, 0.057, 0.114, 0.086, 0.137, 0.160, -0.020

=====

Entry 3:
A structure of composition C34H22ClF10IrN4O5S2 in a non-equilibrium geometry, computed with the ωB97M-V functional and the def2-TZVPD basis.

Values from the calculation:
**E_HOMO (alpha / beta)**: -4.241 / -4.235 eV
**M**: 1048.36 Da
**Strongest force on any atom**: 2.93 eV Å⁻¹
**Spin multiplicity**: 2
**Charge**: -1

Element x y z (Å)
1 Ir -0.035 0.211 0.774
2 C 1.869 1.436 3.003
3 N 0.461 1.187 2.674
4 C -0.291 2.438 2.579
5 C 0.134 3.100 1.279
6 N 0.303 2.070 0.251
7 C 0.609 2.551 -1.036
8 C 0.804 3.910 -1.368
9 F 0.796 4.915 -0.466
10 C 1.058 4.352 -2.656
11 F 1.221 5.662 -2.873
12 C 1.158 3.467 -3.708
13 F 1.382 3.892 -4.950
14 C 1.002 2.123 -3.428
15 F 1.070 1.229 -4.411
16 C 0.752 1.696 -2.139
17 F 0.589 0.390 -2.010
18 C -0.102 0.173 3.574
19 C 0.598 -1.132 3.265
20 N 0.898 -1.180 1.834
21 C 1.646 -2.274 1.386
22 C 2.059 -2.372 0.054
23 F 1.739 -1.412 -0.813
24 C 2.739 -3.458 -0.470
25 F 3.028 -3.504 -1.769
26 C 3.098 -4.507 0.346
27 F 3.751 -5.574 -0.145
28 C 2.757 -4.447 1.677
29 F 3.099 -5.453 2.496
30 C 2.049 -3.369 2.182
31 F 1.764 -3.474 3.503
32 H 1.913 1.793 4.038
33 H 2.295 2.174 2.334
34 H 2.452 0.531 2.887
35 H -0.101 3.097 3.433
36 H -1.347 2.186 2.581
37 H 1.092 3.605 1.404
38 H -0.599 3.860 1.008
39 H -1.169 0.102 3.377
40 H 0.036 0.451 4.626
41 H -0.039 -1.964 3.569
42 H 1.539 -1.221 3.811
43 Cl -1.108 -5.834 -4.991
44 C -1.102 -4.888 -3.527
45 C -0.901 -3.520 -3.607
46 C -0.895 -2.774 -2.439
47 C -1.090 -3.397 -1.211
48 C -1.286 -4.772 -1.154
49 C -1.296 -5.528 -2.313
50 C -1.048 -2.624 0.076
51 O -1.146 -3.133 1.171
52 O -0.935 -1.331 -0.127
53 H -0.742 -3.051 -4.567
54 H -0.732 -1.706 -2.476
55 H -1.428 -5.236 -0.187
56 H -1.444 -6.598 -2.283
57 C 4.720 3.072 -1.191
58 O 4.959 1.738 -1.605
59 C 4.526 0.682 -0.859
60 S 4.956 -0.787 -1.498
61 S 3.632 1.020 0.559
62 H 5.320 3.685 -1.862
63 H 5.013 3.231 -0.153
64 H 3.663 3.331 -1.293
65 O -2.981 0.583 2.876
66 C -3.048 0.814 1.685
67 N -2.039 0.788 0.742
68 C -2.585 1.116 -0.514
69 O -1.988 1.163 -1.563
70 C -4.039 1.387 -0.336
71 C -5.010 1.761 -1.243
72 C -6.296 1.942 -0.745
73 C -6.579 1.754 0.609
74 C -5.587 1.379 1.509
75 C -4.318 1.203 0.997
76 H -4.771 1.902 -2.288
77 H -7.092 2.233 -1.418
78 H -7.591 1.903 0.963
79 H -5.790 1.230 2.560

Calculated atomic charges, method Löwdin, unit e: 1.650, -0.119, -0.297, -0.159, -0.186, -0.140, -0.135, -0.137, 0.070, -0.154, 0.112, -0.142, 0.124, -0.132, 0.136, -0.174, 0.082, -0.164, -0.198, -0.145, -0.145, -0.187, 0.043, -0.162, 0.108, -0.134, 0.110, -0.142, 0.107, -0.117, 0.068, 0.108, 0.017, 0.041, 0.138, 0.093, 0.115, 0.129, 0.082, 0.137, 0.128, 0.117, 0.640, -0.664, -0.088, 0.004, -0.123, -0.009, -0.104, -0.555, 0.085, -0.211, 0.107, 0.111, 0.120, 0.101, -0.153, -0.285, -1.352, 0.554, 0.587, 0.085, 0.055, 0.059, 0.062, -0.415, 0.005, -0.397, 0.110, -0.088, 0.005, -0.072, -0.073, 0.001, -0.089, 0.120, 0.100, 0.100, 0.118

=====

Entry 4:
The molecule CHClFNO2 in a non-equilibrium geometry, computed with the ωB97M-V functional and the def2-TZVPD basis.

Values from the calculation:
**E_HOMO**: -11.865 eV
**M**: 113.48 Da
**Strongest force on any atom**: 3.77 eV Å⁻¹
**Relative energy (zero: lowest compared OMol25 entry of this formula, charge and spin)**: 21.4 kcal per mole
**Charge**: 0

Element x y z (Å)
1 C 0.376 0.428 -0.215
2 N -0.179 -0.834 0.335
3 O 0.084 -1.093 1.490
4 O -0.855 -1.491 -0.413
5 F 0.546 0.353 -1.552
6 Cl -1.259 1.752 0.199
7 H 1.287 0.885 0.156

Calculated atomic charges, method Löwdin, unit e: -0.318, -0.439, 0.100, 0.118, 0.044, 0.362, 0.133

=====

Question: Among the records above, which one has the highest M?
Answer: C34H22ClF10IrN4O5S2